one.
Below is a structure of composition CH3N2O, with properties calculated with wB97M-V/def2-TZVPD.

The geometry in XYZ format:
```
7
Properties=species:S:1:pos:R:3
C -0.066 -0.158 -0.458
N 0.441 -0.161 0.916
N 1.037 -1.190 0.606
O 1.720 -2.109 0.726
H -1.022 -0.608 -0.669
H 0.461 0.419 -1.201
H 0.352 0.432 1.753
```

Output
Orbital gap (alpha / beta) (eV): 10.03 / 10.03
E_HOMO (alpha / beta) (eV): -16.3 / -16.3
LUMO energy (alpha / beta) (eV): -6.2601 / -6.2604
Net charge: +1

***

two.
Below is the ion CH3N2O with charge +1, with properties calculated with wB97M-V/def2-TZVPD.

The geometry in XYZ format:
```
7
Properties=species:S:1:pos:R:3
C 0.309 0.491 0.560
N -0.386 1.428 1.125
N 0.311 -0.620 -0.017
O -0.736 1.864 2.271
H -0.779 2.109 0.415
H -0.424 -1.222 0.091
H 1.044 -1.165 -0.342
```

Output
Orbital gap (alpha / beta) (eV): 9.62 / 9.62
E_HOMO (alpha / beta) (eV): -16.1 / -16.1
LUMO energy (alpha / beta) (eV): -6.4587 / -6.4594
Net charge: +1

***

What should be chosen as the least stable of them? Choose one.

***

one.
Below is the molecule C15H18N4O4, with properties calculated with wB97M-V/def2-TZVPD.

The geometry in XYZ format:
```
41
Properties=species:S:1:pos:R:3
C -2.565 -0.571 0.905
C -1.435 -0.652 -0.153
C -3.742 0.156 0.282
C -4.747 -0.547 -0.633
C -0.247 1.593 0.083
C 0.232 2.614 -0.936
C 0.822 1.374 1.099
C 2.094 0.915 0.521
C 3.104 1.724 0.074
C 2.515 -0.442 0.277
C 3.748 -0.422 -0.408
C 1.883 -1.674 0.403
C 4.371 -1.619 -0.847
C 2.555 -2.859 0.047
C 3.799 -2.830 -0.521
H -1.407 -0.398 2.607
H -2.664 0.522 2.655
H -2.779 -1.573 1.218
H -3.364 0.983 -0.360
H -4.290 0.587 1.097
H -5.220 -2.002 -1.874
H -3.529 -1.734 -1.840
H -0.533 0.341 -1.493
H -1.083 2.190 0.482
H 0.997 2.234 1.748
H 0.492 0.529 1.742
H 3.155 2.787 0.092
H 4.927 1.339 -0.744
H 0.875 -1.715 0.737
H 5.360 -1.661 -1.323
H 2.162 -3.830 0.269
H 4.302 -3.750 -0.839
H -0.181 4.075 0.303
N -1.979 0.167 1.998
N -4.390 -1.683 -1.328
N -0.858 0.457 -0.535
N 4.034 0.955 -0.566
O -1.288 -1.621 -0.952
O -5.870 -0.134 -0.712
O 0.485 2.275 -2.032
O 0.258 3.897 -0.543
```

Output
Orbital gap (eV): 8.19
E_HOMO (eV): -8.0
LUMO energy (eV): 0.2203
Net charge: 0

***

two.
Below is the molecule C15H18N4O4, with properties calculated with wB97M-V/def2-TZVPD.

The geometry in XYZ format:
```
41
Properties=species:S:1:pos:R:3
C -2.654 -0.782 0.836
C -1.644 -0.773 -0.301
C -3.823 0.143 0.339
C -4.861 -0.493 -0.562
C -0.410 1.391 0.175
C -0.119 2.485 -0.841
C 0.812 1.206 1.177
C 2.068 0.895 0.493
C 3.028 1.836 0.176
C 2.682 -0.383 0.164
C 3.940 -0.137 -0.366
C 2.214 -1.713 0.276
C 4.717 -1.229 -0.836
C 2.987 -2.777 -0.075
C 4.231 -2.477 -0.625
H -1.248 -0.835 2.231
H -2.743 -0.539 2.830
H -3.098 -1.777 0.907
H -3.352 1.005 -0.165
H -4.367 0.563 1.164
H -5.220 -1.282 -2.349
H -3.549 -1.359 -1.858
H -0.447 0.189 -1.537
H -1.273 1.714 0.843
H 1.022 2.128 1.785
H 0.517 0.415 1.889
H 2.906 2.929 0.406
H 4.885 1.747 -0.881
H 1.184 -1.831 0.667
H 5.690 -1.143 -1.340
H 2.644 -3.794 0.042
H 4.889 -3.322 -0.835
H -0.540 3.750 0.567
N -2.079 -0.248 2.085
N -4.464 -0.930 -1.779
N -0.740 0.217 -0.563
N 4.125 1.229 -0.407
O -1.797 -1.694 -1.113
O -6.031 -0.447 -0.240
O 0.163 2.357 -2.014
O -0.247 3.767 -0.365
```

Output
Orbital gap (eV): 8.51
E_HOMO (eV): -8.2
LUMO energy (eV): 0.2905
Net charge: 0

***

What should be chosen as the least stable of them? Choose one.

***

one.
Below is the ion C3H3N2O with charge +1, with properties calculated with wB97M-V/def2-TZVPD.

The geometry in XYZ format:
```
9
Properties=species:S:1:pos:R:3
C 1.196 -0.129 -1.055
C 0.088 0.032 -0.005
C -1.369 -0.023 -0.015
N 0.916 0.207 0.952
N 2.389 -0.042 -0.637
O 2.286 0.147 0.636
H -1.889 -0.704 -0.769
H -1.913 0.997 -0.028
H -1.704 -0.484 0.920
```

Output
Orbital gap (alpha / beta) (eV): 7.88 / 7.88
E_HOMO (alpha / beta) (eV): -18.0 / -18.0
LUMO energy (alpha / beta) (eV): -10.1491 / -10.1525
Net charge: +1

***

two.
Below is a cluster of 2 separate species, C3H3N2O in total, with properties calculated with wB97M-V/def2-TZVPD.

The geometry in XYZ format:
```
9
Properties=species:S:1:pos:R:3
C 0.658 -1.540 -0.675
C 1.877 0.511 0.096
C -1.998 1.462 0.709
N 1.326 -0.538 -0.364
N -1.056 1.120 0.076
O 2.013 1.487 0.548
H -2.979 1.712 0.993
H -0.246 -1.901 -1.383
H 0.405 -2.312 0.000
```

Output
Orbital gap (eV): 9.45
E_HOMO (eV): -16.5
LUMO energy (eV): -7.0197
Net charge: +1

***

three.
Below is the ion C3H3N2O with charge +1, with properties calculated with wB97M-V/def2-TZVPD.

The geometry in XYZ format:
```
9
Properties=species:S:1:pos:R:3
C 0.076 -0.094 0.124
C 0.523 1.266 -0.727
C 1.305 -0.853 0.272
N 2.375 -1.212 0.567
N 1.596 1.870 -0.628
O 2.552 2.332 -0.915
H -0.681 -0.206 1.017
H -0.218 1.914 -1.137
H -0.354 -0.450 -0.942
```

Output
Orbital gap (eV): 8.50
E_HOMO (eV): -16.5
LUMO energy (eV): -8.0316
Net charge: +1

***

What should be chosen as the least stable of them? Choose one.

***

one.
Below is the molecule C4H3NS, with properties calculated with wB97M-V/def2-TZVPD.

The geometry in XYZ format:
```
9
Properties=species:S:1:pos:R:3
C -1.081 1.408 -0.069
C 1.445 0.722 0.615
C 2.741 0.486 0.488
C -0.273 0.274 0.169
N -1.896 2.179 -0.291
S 4.121 0.187 -0.180
H 1.131 1.525 1.283
H -0.242 -0.104 -0.801
H -0.618 -0.298 1.065
```

Output
Orbital gap (eV): 7.70
E_HOMO (eV): -8.9
LUMO energy (eV): -1.1808
Net charge: 0

***

two.
Below is the molecule C4H3NS, with properties calculated with wB97M-V/def2-TZVPD.

The geometry in XYZ format:
```
9
Properties=species:S:1:pos:R:3
C -1.234 -0.678 0.051
C 0.107 -0.954 -0.146
C 1.109 0.351 -0.089
C 0.457 1.605 -0.108
H -1.596 0.325 -0.038
H -1.863 -1.470 0.527
H 0.398 -1.946 -0.270
N -0.065 2.655 0.029
S 2.688 0.112 0.044
```

Output
Orbital gap (eV): 7.93
E_HOMO (eV): -9.6
LUMO energy (eV): -1.6856
Net charge: 0

***

What should be chosen as the least stable of them? Choose one.

***

one.
Below is the molecule C6H10S, with properties calculated with wB97M-V/def2-TZVPD.

The geometry in XYZ format:
```
17
Properties=species:S:1:pos:R:3
C 1.782 -0.523 -0.133
C 0.876 0.345 -0.167
C 2.410 -1.769 0.162
C -1.358 -0.244 -0.023
C -0.501 2.072 0.968
C -0.493 0.985 -0.127
S 2.498 1.140 -0.682
H 3.048 -1.831 1.045
H 3.059 -2.052 -0.715
H 1.579 -2.406 0.343
H -1.049 -0.806 -1.012
H -2.370 0.121 -0.028
H -1.190 -0.872 0.953
H -0.204 3.037 0.469
H 0.267 1.890 1.787
H -1.416 2.240 1.572
H -0.799 1.432 -1.037
```

Output
Orbital gap (eV): 8.24
E_HOMO (eV): -7.4
LUMO energy (eV): 0.8495
Net charge: 0

***

two.
Below is a cluster of 2 separate species, C6H10S in total, with properties calculated with wB97M-V/def2-TZVPD.

The geometry in XYZ format:
```
17
Properties=species:S:1:pos:R:3
C -1.541 0.953 -1.465
C -1.103 1.798 -0.513
C -0.805 -0.314 -1.232
C -0.264 1.046 0.529
C 0.203 -1.241 0.826
C -0.750 -0.352 0.315
S 4.290 -1.199 2.308
H -2.012 1.313 -2.337
H -1.471 2.798 -0.411
H -1.008 -1.289 -1.682
H 0.295 -0.243 -1.665
H 0.787 1.291 0.173
H -0.351 1.549 1.535
H 1.300 -0.942 0.796
H -0.055 -2.305 0.749
H -1.849 -0.591 0.577
H 4.334 -2.272 1.496
```

Output
Orbital gap (alpha / beta) (eV): 9.34 / 5.43
E_HOMO (alpha / beta) (eV): -9.0 / -7.9
LUMO energy (alpha / beta) (eV): 0.3151 / -2.5210
Net charge: 0

***

What should be chosen as the least stable of them? Choose two.

***

one.
Below is the molecule C7H11NO3, with properties calculated with wB97M-V/def2-TZVPD.

The geometry in XYZ format:
```
22
Properties=species:S:1:pos:R:3
C -0.755 0.045 -2.056
C -0.128 0.015 -0.594
C 1.157 0.884 -0.532
C 1.567 1.162 0.894
C -1.242 0.386 0.363
C -1.640 -0.901 1.093
C 0.199 -1.444 -0.221
H 0.039 -0.178 -2.826
H -1.539 -0.788 -2.191
H -1.289 1.035 -2.218
H 1.961 0.324 -1.078
H 0.983 1.813 -1.109
H 2.632 1.580 0.912
H 0.923 1.951 1.297
H 1.841 0.067 2.548
H -1.045 1.123 1.160
H -2.125 0.832 -0.183
H -0.778 -2.814 1.118
N -0.830 -1.916 0.628
O 1.414 0.026 1.682
O -2.410 -1.048 1.977
O 1.065 -2.156 -0.665
```

Output
Orbital gap (eV): 10.28
E_HOMO (eV): -9.7
LUMO energy (eV): 0.5981
Net charge: 0

***

two.
Below is the molecule C7H11NO3, with properties calculated with wB97M-V/def2-TZVPD.

The geometry in XYZ format:
```
22
Properties=species:S:1:pos:R:3
C 2.432 0.586 0.548
C 1.551 1.732 0.168
C 0.306 1.221 -0.585
C 0.553 -0.023 -1.370
C -1.165 -0.485 -0.002
C -0.894 -1.440 1.161
C -2.647 -0.443 -0.378
N 2.251 -0.534 -0.008
O 2.738 -1.658 0.042
O -0.705 0.818 0.321
O -0.428 -0.905 -1.154
H 3.206 0.748 1.291
H 1.209 2.266 1.057
H 2.097 2.440 -0.462
H -0.082 2.038 -1.217
H 1.049 -0.082 -2.319
H -1.350 -2.405 0.962
H -1.306 -1.014 2.073
H 0.178 -1.574 1.281
H -2.796 0.278 -1.179
H -3.232 -0.139 0.485
H -2.965 -1.424 -0.715
```

Output
Orbital gap (alpha / beta) (eV): 8.35 / 8.35
E_HOMO (alpha / beta) (eV): -7.7 / -7.7
LUMO energy (alpha / beta) (eV): 0.6489 / 0.6504
Net charge: 0

***

three.
Below is a cluster of 2 separate species, C7H11NO3 in total, with properties calculated with wB97M-V/def2-TZVPD.

The geometry in XYZ format:
```
22
Properties=species:S:1:pos:R:3
C 1.449 0.041 0.041
C 0.294 0.164 -0.257
C -4.368 -0.330 0.457
C 3.550 -1.077 -0.055
C 3.453 1.468 -0.088
C 2.811 0.180 0.480
C -1.128 0.156 -0.474
N -5.469 -1.000 0.045
O -4.130 0.799 0.172
O -1.704 -0.943 -0.535
O -1.624 1.331 -0.384
H 4.563 -0.932 -0.001
H 3.355 -1.107 -1.095
H 3.388 -1.908 0.454
H 3.775 1.194 -1.085
H 2.870 2.302 -0.200
H 4.118 1.808 0.609
H 2.836 0.164 1.583
H -5.456 -1.953 0.195
H -6.242 -0.741 -0.579
H -3.776 -0.910 1.142
H -2.565 1.294 -0.425
```

Output
Orbital gap (eV): 10.44
E_HOMO (eV): -9.5
LUMO energy (eV): 0.9351
Net charge: 0

***

What should be chosen as the least stable of them? Choose two.